# 1
{
  "formula": "C27H49NP2Pb",
  "method": "ωB97M-V/def2-TZVPD",
  "symbols": ["P", "P", "C", "C", "H", "H", "H", "H", "C", "H", "H", "H", "C", "H", "H", "H", "C", "H", "H", "H", "C", "H", "H", "H", "Pb", "C", "C", "C", "C", "C", "C", "C", "C", "C", "H", "H", "H", "H", "H", "H", "H", "H", "H", "H", "H", "H", "H", "H", "H", "C", "C", "C", "C", "C", "C", "C", "C", "N", "C", "C", "C", "C", "H", "H", "H", "H", "H", "H", "H", "H", "H", "H", "H", "H", "H", "H", "H", "H", "H", "H"],
  "xyz": [[0.224, -2.350, -4.441], [0.532, 0.981, -4.373], [0.034, -1.345, -5.989], [0.740, 0.017, -5.957], [-1.047, -1.232, -6.166], [0.436, -1.973, -6.801], [1.824, -0.100, -6.112], [0.355, 0.657, -6.767], [-1.056, 1.806, -4.787], [-1.383, 2.428, -3.945], [-1.838, 1.069, -5.008], [-0.890, 2.443, -5.667], [1.710, 2.343, -4.679], [1.351, 2.958, -5.516], [2.702, 1.935, -4.909], [1.784, 2.961, -3.776], [-0.815, -3.806, -4.776], [-0.803, -4.477, -3.909], [-0.418, -4.331, -5.656], [-1.851, -3.495, -4.964], [1.913, -3.000, -4.697], [2.660, -2.196, -4.684], [1.928, -3.503, -5.672], [2.162, -3.722, -3.909], [1.200, -1.268, 2.780], [0.305, 0.965, -1.286], [-0.998, 0.608, -1.302], [-1.596, -0.399, -2.225], [-1.913, -1.784, -1.611], [-0.767, -2.725, -1.584], [0.559, -2.471, -1.671], [1.287, -1.212, -2.013], [1.407, -0.029, -1.029], [0.335, -3.001, 3.855], [0.568, 2.023, -1.204], [-1.735, 1.182, -0.721], [-0.979, -0.551, -3.131], [-2.542, 0.020, -2.620], [-2.327, -1.650, -0.594], [-2.734, -2.242, -2.196], [-1.046, -3.764, -1.372], [1.232, -3.305, -1.414], [0.857, -0.761, -2.935], [2.305, -1.480, -2.345], [1.416, -0.373, 0.024], [2.369, 0.474, -1.222], [0.902, -3.069, 4.792], [0.523, -3.900, 3.248], [-0.724, -2.885, 4.066], [1.956, 1.665, 7.621], [1.439, 1.932, 6.236], [1.683, 3.180, 5.651], [1.214, 3.490, 4.368], [1.534, 4.827, 3.766], [0.466, 2.546, 3.675], [0.222, 1.269, 4.231], [0.724, 0.973, 5.520], [-0.355, 0.249, 3.453], [-1.817, 0.093, 3.335], [-2.388, -0.495, 4.628], [-2.505, 1.436, 3.096], [-2.100, -0.834, 2.160], [3.047, 1.764, 7.657], [1.547, 2.388, 8.340], [1.683, 0.659, 7.954], [2.240, 3.933, 6.214], [1.097, 5.647, 4.349], [2.617, 4.994, 3.743], [1.148, 4.886, 2.744], [0.099, 2.756, 2.664], [0.550, -0.026, 5.936], [-1.898, -1.440, 4.898], [-2.261, 0.217, 5.454], [-3.461, -0.683, 4.493], [-2.111, 1.937, 2.200], [-3.577, 1.254, 2.952], [-2.385, 2.104, 3.958], [-1.701, -0.405, 1.231], [-3.189, -0.949, 2.042], [-1.675, -1.837, 2.301]],
  "atomic_forces_ev_per_a": [[-0.6, 1.0, -0.6], [-0.1, -0.4, -0.5], [0.0, -0.8, -0.4], [0.1, 0.3, -0.1], [0.3, 0.0, 0.1], [-0.2, 0.4, -0.2], [-0.3, 0.0, 0.0], [0.3, -0.2, 0.0], [0.1, 0.3, 0.0], [0.0, -0.1, -0.1], [0.2, 0.1, 0.1], [-0.2, -0.1, 0.1], [-0.1, 0.3, -0.3], [0.3, 0.0, 0.1], [-0.2, 0.1, 0.1], [0.0, 0.0, -0.2], [0.2, -0.3, -0.7], [0.0, 0.1, -0.2], [-0.3, -0.2, 0.1], [0.2, -0.1, 0.0], [0.0, -0.3, -0.2], [-0.2, -0.2, 0.0], [0.3, 0.0, 0.1], [0.0, 0.1, -0.2], [-0.4, 1.4, 0.2], [-0.4, 0.0, 1.7], [-0.2, 0.9, -0.3], [-0.5, -1.3, 0.2], [-0.7, 0.5, -0.8], [1.4, -0.4, 1.1], [-0.6, -0.5, 1.3], [0.7, 0.4, -0.5], [0.5, -0.1, -1.6], [0.0, -0.7, -0.2], [-0.1, -0.1, 1.2], [0.2, 0.7, -1.0], [-0.2, 0.1, 0.7], [0.3, 0.0, 0.4], [0.2, -0.2, -0.3], [0.3, 0.1, 0.2], [0.1, 0.3, 0.1], [-0.4, 0.1, -0.4], [0.4, -0.5, 1.0], [-0.2, -0.2, 0.3], [-0.2, 0.5, -0.5], [-0.2, -0.3, 0.2], [-0.1, -0.1, -0.1], [-0.1, 0.1, 0.4], [0.0, -0.2, 0.0], [0.1, -0.1, 0.2], [0.1, 0.5, -0.1], [-0.2, -0.3, 0.0], [0.0, -0.2, 0.4], [0.0, 0.2, -0.2], [0.0, -0.3, 0.2], [0.3, 0.1, 0.0], [-0.1, 0.2, -0.5], [0.4, -0.8, -0.6], [0.7, 0.1, 0.4], [-0.3, -0.2, 0.1], [-0.1, 0.1, -0.2], [-0.3, 0.0, -0.2], [-0.2, -0.1, 0.0], [0.0, -0.2, -0.2], [0.1, 0.2, 0.0], [-0.1, -0.2, -0.2], [0.0, -0.1, -0.1], [-0.2, 0.0, -0.1], [0.1, 0.1, 0.1], [0.2, -0.1, 0.4], [0.0, 0.4, -0.1], [-0.1, 0.3, -0.1], [0.0, -0.2, -0.1], [0.1, 0.0, 0.2], [-0.1, -0.1, 0.2], [0.1, 0.1, 0.0], [0.0, -0.1, -0.2], [0.0, -0.1, 0.2], [0.3, -0.1, 0.0], [-0.1, 0.2, 0.0]],
  "mulliken_charge": [1.78, 1.61, -1.29, -1.26, 0.36, 0.54, 0.45, 0.52, -1.48, 0.36, 0.32, 0.51, -1.39, 0.42, 0.39, 0.35, -1.55, 0.35, 0.44, 0.35, -1.63, 0.33, 0.49, 0.35, 0.76, -0.58, -0.49, 0.25, -0.83, -0.54, -0.38, -0.06, 0.09, -1.48, 0.58, 0.35, -0.93, 0.67, 0.28, 0.48, 0.63, 0.34, -1.48, 0.56, -0.67, 0.46, 0.38, 0.44, 0.30, -1.60, 0.85, -0.58, 0.75, -1.58, -0.51, -0.21, -0.33, -0.05, 2.16, -1.77, -1.88, -1.93, 0.34, 0.34, 0.34, 0.41, 0.33, 0.35, 0.34, 0.22, 0.39, 0.18, 0.37, 0.47, 0.19, 0.53, 0.42, 0.17, 0.52, 0.33],
  "max_force_ha_per_bohr": 0.035,
  "relative_energy_kj_mol": 0.00,
  "e_homo_ev": -7.000
}


# 2
{
  "formula": "C6H16O2",
  "method": "ωB97M-V/def2-TZVPD",
  "symbols": ["C", "C", "C", "O", "H", "H", "H", "H", "H", "H", "H", "H", "C", "C", "C", "O", "H", "H", "H", "H", "H", "H", "H", "H"],
  "xyz": [[-2.172, 3.373, 1.630], [-1.692, 2.312, 0.718], [-2.395, 0.992, 1.031], [-0.316, 2.190, 0.878], [-1.413, 4.173, 1.625], [-2.251, 2.970, 2.654], [-3.145, 3.809, 1.348], [-1.947, 2.661, -0.303], [-2.069, 0.199, 0.337], [-3.491, 1.091, 0.961], [-2.133, 0.689, 2.059], [0.051, 1.653, 0.144], [2.580, -3.291, -1.197], [1.982, -1.946, -1.600], [1.607, -1.074, -0.380], [0.838, -2.218, -2.364], [3.506, -3.001, -0.675], [2.838, -3.990, -2.010], [1.921, -3.811, -0.481], [2.632, -1.332, -2.257], [0.861, -1.479, 0.324], [1.273, -0.076, -0.712], [2.568, -0.965, 0.149], [0.367, -2.929, -1.880]],
  "atomic_forces_ev_per_a": [[0.0, 1.2, 1.2], [-1.5, -0.6, -1.0], [-0.1, -0.3, -0.2], [1.5, -0.5, -0.6], [-0.4, -0.1, 0.1], [0.0, 0.3, -0.2], [0.4, -0.3, 0.0], [0.2, -0.4, 0.1], [-0.2, 0.2, 0.2], [0.4, 0.0, 0.0], [-0.1, 0.1, -0.4], [-0.4, 0.4, 0.7], [1.2, 0.7, 0.7], [-0.8, -0.1, 0.2], [1.1, 0.1, -0.1], [-1.3, -0.5, -0.3], [-0.1, -0.7, 0.1], [-0.3, 0.6, 0.1], [0.2, 0.2, -0.2], [-0.1, -0.6, 0.4], [0.3, -0.2, -0.5], [0.1, -0.4, 0.1], [-0.5, 0.3, 0.3], [0.2, 0.6, -0.6]],
  "mulliken_charge": [-1.32, 0.57, -1.18, -0.55, 0.33, 0.32, 0.35, 0.21, 0.32, 0.34, 0.31, 0.30, -1.21, 0.26, -0.91, -0.56, 0.32, 0.34, 0.34, 0.28, 0.35, 0.09, 0.33, 0.36],
  "max_force_ha_per_bohr": 0.036,
  "relative_energy_kj_mol": 59.78,
  "smiles": "CC(C)O.CC(C)O",
  "e_homo_ev": -10.136
}


# 3
{
  "formula": "C3H8N2OS",
  "method": "ωB97M-V/def2-TZVPD",
  "symbols": ["C", "C", "C", "H", "H", "H", "H", "H", "H", "H", "H", "N", "N", "O", "S"],
  "xyz": [[-1.585, -1.434, -1.384], [-0.807, 1.045, -0.524], [1.158, 0.950, 0.467], [-1.487, -2.182, -2.092], [-2.788, -1.106, -1.208], [-1.033, -1.423, -0.252], [-0.296, 2.076, -0.674], [-1.727, 1.358, 0.090], [1.495, 1.889, -0.146], [2.779, -0.611, 2.484], [1.288, -1.269, 1.530], [2.178, 0.795, 1.303], [1.859, -0.329, 2.270], [-0.046, 0.056, 0.194], [-0.989, 0.187, -2.058]],
  "atomic_forces_ev_per_a": [[-2.6, 4.7, 4.9], [-1.7, 1.1, 0.2], [4.1, -0.1, 1.3], [0.5, -1.6, -1.0], [3.2, -1.7, -0.3], [-1.8, -1.2, -3.7], [-0.8, -2.1, -0.1], [0.9, -1.1, -1.0], [-1.8, -2.1, 0.3], [1.2, -1.1, 0.4], [2.6, 3.5, 3.1], [-5.3, -2.5, -0.4], [-2.5, -1.2, -4.6], [4.6, 5.4, 2.3], [-0.5, -0.1, -1.5]],
  "mulliken_charge": [-0.72, -0.23, 0.08, 0.40, 0.19, 0.23, 0.28, 0.26, 0.26, 0.27, 0.27, -0.31, -0.50, -0.35, -0.12],
  "max_force_ha_per_bohr": 0.145,
  "relative_energy_kj_mol": 666.69,
  "e_homo_ev": -8.721
}


# 4
{
  "formula": "C5H8DyO2",
  "method": "ωB97M-V/def2-TZVPD",
  "symbols": ["O", "Dy", "C", "O", "C", "C", "H", "H", "H", "H", "H", "C", "C", "H", "H", "H"],
  "xyz": [[-1.337, 0.212, -0.929], [-0.781, 3.359, 0.153], [-0.353, 0.741, -0.254], [0.677, 0.009, -0.134], [-2.162, -0.826, -0.331], [-3.602, -0.394, -0.429], [-1.968, -1.755, -0.880], [-1.843, -0.956, 0.710], [-3.789, 0.147, -1.366], [-4.239, -1.287, -0.410], [-3.880, 0.253, 0.413], [4.373, 0.109, 0.534], [5.615, 0.138, 0.632], [5.003, -0.586, 1.450], [1.604, 0.526, 0.116], [6.680, 0.309, 0.726]],
  "atomic_forces_ev_per_a": [[0.7, 1.5, 0.9], [0.0, -1.1, -0.3], [0.3, 1.4, -1.1], [2.9, 1.3, 0.8], [-0.6, -1.6, 0.3], [-0.3, 0.0, 0.0], [0.1, 0.3, 0.1], [0.0, -0.1, -0.3], [0.0, -0.3, 0.2], [0.1, 0.3, 0.1], [0.0, -0.1, -0.2], [-0.3, 0.1, -0.1], [0.2, 0.1, 0.3], [0.1, 0.1, -0.2], [-2.7, -2.0, -0.3], [-0.3, -0.2, -0.1]],
  "lowdin_spin": [0.01, 5.98, 0.00, 0.01, 0.00, 0.00, 0.00, 0.00, 0.00, 0.00, 0.00, 0.00, 0.00, 0.00, 0.00, 0.00],
  "max_force_ha_per_bohr": 0.065,
  "relative_energy_kj_mol": 565.99,
  "total_charge": 2,
  "spin_multiplicity": 7,
  "e_homo_ev": [-16.337, -16.337]
}